1.
Computed, not measured: a 2-piece molecular cluster, C29H29F7N2O4S overall in a non-equilibrium geometry, with ωB97M-V/def2-TZVPD.

Output
E_HOMO: -0.2717 hartree
Energy relative to the best compared isomer or geometry (same formula, charge and spin): 0.0000 eV
Orbital gap: 6.718 eV
Net charge: 0
Electronic energy: -71568.854 eV

Cartesian coordinates (Å):
C 4.310 3.376 3.188
N 4.233 2.223 2.318
C 5.531 1.732 1.844
C 5.840 2.297 0.499
F 6.926 1.744 -0.112
F 4.763 2.110 -0.351
F 6.037 3.656 0.580
C 3.080 1.528 2.090
C 3.121 0.198 1.585
C 1.968 -0.472 1.252
C 0.700 0.150 1.297
C -0.413 -0.570 0.758
C -1.699 0.047 0.604
C -2.880 -0.635 1.000
C -4.100 0.005 0.957
C -4.230 1.257 0.302
N -5.473 1.819 0.157
C -5.965 2.290 -1.116
C -6.464 1.645 1.215
C -6.395 2.826 2.138
F -7.313 2.810 3.148
F -5.146 2.882 2.716
F -6.555 3.994 1.429
C -3.068 1.900 -0.218
C -1.824 1.343 0.017
C 0.638 1.425 1.952
C 1.791 2.092 2.339
H 3.608 3.273 4.029
H 5.331 3.427 3.597
H 4.099 4.318 2.649
H 6.308 2.078 2.529
H 5.560 0.650 1.764
H 4.079 -0.307 1.456
H 2.066 -1.497 0.912
H -0.354 -1.661 0.831
H -2.822 -1.653 1.388
H -4.995 -0.474 1.361
H -5.555 1.698 -1.944
H -7.053 2.177 -1.139
H -5.718 3.345 -1.289
H -7.470 1.597 0.788
H -6.222 0.762 1.808
H -3.178 2.859 -0.750
H -0.923 1.874 -0.318
H -0.345 1.870 2.155
H 1.722 3.075 2.803
C -1.842 -5.804 -0.707
C -2.354 -4.441 -1.062
O -1.327 -3.482 -0.686
C -1.433 -2.284 -1.328
C -0.093 -1.591 -1.276
F -0.041 -0.576 -2.161
S 1.240 -2.855 -1.597
C 2.524 -2.016 -2.527
C 2.997 -2.545 -3.737
C 4.017 -1.876 -4.427
C 4.607 -0.731 -3.878
C 4.152 -0.238 -2.648
C 3.089 -0.858 -1.992
O 1.744 -3.151 -0.269
O 0.799 -3.935 -2.457
O -2.448 -1.838 -1.840
H -2.544 -6.549 -1.080
H -0.866 -5.990 -1.158
H -1.740 -5.922 0.374
H -2.516 -4.374 -2.141
H -3.271 -4.180 -0.521
H 2.582 -3.478 -4.118
H 4.366 -2.278 -5.383
H 5.434 -0.233 -4.388
H 4.641 0.616 -2.176
H 2.733 -0.477 -1.034

Löwdin population analysis, charges in e, atoms 1 to 5: number 1, C, carries -0.0483; number 2, N, carries -0.1263; number 3, C, carries -0.0521; number 4, C, carries -0.5214; number 5, F, carries 0.1260

2.
Computed, not measured: C29H29IN7O4Zn as an isolated structure in a non-equilibrium geometry, with ωB97M-V/def2-TZVPD.

Output
E_HOMO (alpha / beta): -0.0843 / -0.0842 hartree
Energy relative to the best compared isomer or geometry (same formula, charge and spin): 7.9474 eV
Orbital gap (alpha / beta): 4.498 / 4.495 eV
Net charge: -1
Electronic energy: -105680.118 eV

Cartesian coordinates (Å):
Zn 1.697 -0.883 -0.918
C 3.245 -4.316 -1.946
C 3.131 -2.954 -1.316
N 2.199 -2.581 -0.485
N 1.080 -3.434 -0.441
C 0.132 -2.829 -1.142
O 0.192 -1.692 -1.739
C -1.175 -3.559 -1.362
C -1.319 -4.834 -0.808
C -2.477 -5.574 -0.996
C -3.522 -5.051 -1.746
C -3.399 -3.787 -2.302
C -2.236 -3.050 -2.110
C 4.068 -1.889 -1.771
C 5.365 -2.153 -2.222
C 6.130 -1.096 -2.660
C 5.589 0.187 -2.659
C 4.297 0.363 -2.208
N 3.519 -0.635 -1.757
H 2.515 -5.011 -1.539
H 4.237 -4.737 -1.757
H 3.091 -4.236 -3.025
H -0.507 -5.248 -0.225
H -2.559 -6.562 -0.556
H -4.427 -5.627 -1.898
H -4.205 -3.366 -2.891
H -2.151 -2.068 -2.556
H 5.763 -3.157 -2.217
H 7.143 -1.262 -3.009
H 6.163 1.036 -3.005
H 3.835 1.336 -2.198
N 2.499 1.167 1.422
C 2.644 1.662 0.194
O 2.341 1.033 -0.854
C 3.145 3.100 0.122
I 5.183 3.189 0.707
H 2.195 -0.002 1.511
H 3.015 1.588 2.191
H 2.527 3.726 0.764
H 3.031 3.462 -0.901
C -3.722 0.735 5.277
C -3.477 1.771 4.211
C -2.202 1.992 3.703
C -1.985 2.937 2.709
C -3.047 3.666 2.189
N -2.906 4.630 1.171
C -1.819 4.943 0.393
O -1.633 6.106 0.048
N -0.946 3.969 0.001
C -1.180 2.615 -0.333
C -2.429 2.067 -0.494
C -2.526 0.738 -0.822
C -1.368 -0.006 -0.994
N -0.105 0.480 -0.872
C -0.077 1.798 -0.553
C -4.319 3.473 2.720
C -4.533 2.530 3.713
H -2.793 0.256 5.587
H -4.390 -0.042 4.901
H -4.171 1.196 6.159
H -1.358 1.428 4.081
H -0.971 3.098 2.369
H -3.598 5.362 1.161
H -0.068 4.354 -0.310
H -3.333 2.655 -0.390
H -3.495 0.272 -0.950
H -1.436 -1.030 -1.240
H 0.897 2.206 -0.455
H -5.165 4.041 2.346
H -5.536 2.382 4.098
O 1.698 -0.879 0.887

Löwdin population analysis, charges in e, atoms 1 to 5: number 1, Zn, carries 0.5423; number 2, C, carries -0.0294; number 3, C, carries -0.2434; number 4, N, carries -0.0751; number 5, N, carries 0.1007

3.
Computed, not measured: C29H29MoN2O4S4Te as an isolated structure, with ωB97M-V/def2-TZVPD.

Output
E_HOMO (alpha / beta): -0.2757 / -0.2763 hartree
Energy relative to the best compared isomer or geometry (same formula, charge and spin): 0.0000 eV
Multiplicity: 4
Orbital gap (alpha / beta): 6.596 / 5.606 eV
Net charge: 0
Electronic energy: -94205.369 eV

Cartesian coordinates (Å):
Mo 1.673 1.842 2.005
N 2.271 3.893 2.677
C 1.058 4.666 3.092
C 0.165 4.953 1.880
C -0.118 3.722 1.026
O -1.244 3.298 0.876
O 0.976 3.193 0.497
H 2.941 3.847 3.440
H 2.716 4.362 1.892
H 1.356 5.605 3.561
H 0.525 4.066 3.826
H 0.668 5.676 1.230
H -0.778 5.378 2.215
O 6.708 -2.799 1.260
C 5.892 -1.936 1.426
S 4.886 -1.794 2.883
C 3.979 -0.398 2.350
C 4.267 0.101 1.137
S 3.447 1.476 0.461
S 5.538 -0.675 0.225
S 2.772 0.296 3.395
C -3.066 -2.153 -5.998
C -2.480 -1.533 -4.757
C -1.824 -0.311 -4.806
C -1.278 0.275 -3.667
C -0.597 1.617 -3.807
C -1.375 -0.409 -2.448
Te -0.325 0.483 -0.782
N 0.138 0.646 1.540
C -0.523 0.932 2.642
O 0.083 1.726 3.476
C -1.832 0.355 3.016
C -2.853 0.213 2.084
C -4.050 -0.380 2.456
C -4.222 -0.842 3.756
C -3.204 -0.691 4.689
C -2.012 -0.083 4.322
C 0.850 -1.258 -0.529
C 0.634 -2.064 0.584
C 1.460 -3.149 0.831
C 2.513 -3.417 -0.032
C 2.722 -2.610 -1.138
C 1.900 -1.516 -1.410
C 2.175 -0.670 -2.625
C -2.078 -1.617 -2.362
C -2.296 -2.355 -1.067
C -2.608 -2.162 -3.526
H -2.861 -1.546 -6.879
H -4.149 -2.261 -5.908
H -2.654 -3.148 -6.169
H -1.736 0.207 -5.755
H -0.765 2.020 -4.804
H 0.483 1.544 -3.656
H -0.974 2.347 -3.088
H -2.722 0.602 1.081
H -4.850 -0.477 1.735
H -5.152 -1.315 4.043
H -3.340 -1.045 5.703
H -1.213 0.051 5.040
H -0.168 -1.836 1.273
H 1.289 -3.769 1.702
H 3.180 -4.248 0.162
H 3.555 -2.812 -1.800
H 3.132 -0.938 -3.070
H 2.216 0.392 -2.370
H 1.398 -0.807 -3.382
H -2.292 -1.688 -0.204
H -1.519 -3.103 -0.903
H -3.258 -2.869 -1.084
H -3.148 -3.102 -3.463

natural (NBO) population analysis, charges in e, atoms 1 to 5: number 1, Mo, carries 1.0441; number 2, N, carries -0.7839; number 3, C, carries -0.2175; number 4, C, carries -0.5250; number 5, C, carries 0.7776

4.
Computed, not measured: C29H29N4O2S3Zr as an isolated structure, with ωB97M-V/def2-TZVPD.

Output
E_HOMO: -0.5908 hartree
Energy relative to the best compared isomer or geometry (same formula, charge and spin): 0.3899 eV
Orbital gap: 6.703 eV
Net charge: +3
Electronic energy: -74363.243 eV

Cartesian coordinates (Å):
Zr 0.623 0.291 0.060
N 1.359 -4.179 0.508
C 1.188 -2.928 0.085
S 0.365 -1.833 1.222
N 1.611 -2.566 -1.081
N 1.400 -1.243 -1.387
C 1.434 -0.944 -2.659
C 1.576 -1.911 -3.749
C 2.650 -2.802 -3.800
C 2.759 -3.680 -4.865
C 1.784 -3.704 -5.854
C 0.702 -2.834 -5.796
C 0.607 -1.923 -4.759
C 1.329 0.506 -2.955
C 1.461 1.043 -4.220
C 1.428 2.426 -4.370
C 1.270 3.234 -3.255
C 1.140 2.629 -2.020
N 1.164 1.297 -1.871
H 0.996 -4.493 1.391
H 1.769 -4.857 -0.117
H 3.401 -2.796 -3.023
H 3.603 -4.353 -4.920
H 1.867 -4.404 -6.674
H -0.061 -2.863 -6.561
H -0.239 -1.246 -4.718
H 1.613 0.394 -5.069
H 1.541 2.865 -5.353
H 1.264 4.312 -3.334
H 1.041 3.220 -1.116
O -1.280 0.836 -0.178
S -2.467 1.873 -0.263
C -2.156 2.986 1.132
C -2.091 2.415 2.545
C -0.776 1.735 2.952
C 0.393 2.711 3.111
S 2.025 2.098 2.652
O 1.737 1.512 1.204
C 2.286 0.670 3.653
C 3.357 -0.138 3.273
C 3.688 -1.219 4.069
C 2.977 -1.466 5.239
C 1.933 -0.635 5.621
C 1.577 0.447 4.830
C -3.889 0.958 0.193
C -5.079 1.407 -0.373
C -6.256 0.764 -0.021
C -6.221 -0.318 0.848
C -5.015 -0.771 1.378
C -3.831 -0.130 1.060
H -2.991 3.688 1.037
H -1.260 3.540 0.835
H -2.916 1.716 2.695
H -2.286 3.244 3.230
H -0.536 0.949 2.227
H -0.936 1.197 3.884
H 0.496 3.087 4.132
H 0.298 3.595 2.476
H 3.936 0.081 2.383
H 4.519 -1.854 3.792
H 3.253 -2.301 5.868
H 1.400 -0.819 6.543
H 0.783 1.104 5.157
H -5.092 2.231 -1.076
H -7.195 1.096 -0.442
H -7.140 -0.825 1.107
H -5.003 -1.628 2.037
H -2.887 -0.489 1.450

Löwdin population analysis, charges in e, atoms 1 to 5: number 1, Zr, carries 1.5506; number 2, N, carries 0.1336; number 3, C, carries -0.7687; number 4, S, carries 0.6491; number 5, N, carries 0.0242